The following is a quantum chemistry calculation of a 13-piece molecular cluster, C43H108N4O15P overall at a distorted geometry, from the Open Molecules 2025 dataset.

```
171
Properties=species:S:1:pos:R:3:forces:R:3
C 1.650500 -1.313872 3.320668 0.114 -0.258 0.207
C 1.859232 -0.253772 2.504366 -0.292 -0.591 0.388
N 1.026552 0.165589 1.420615 4.083 -0.018 0.239
C 1.219893 1.506307 0.877579 -0.865 0.438 0.104
C 0.710314 2.607515 1.514269 0.145 -0.013 -0.186
C 0.070322 -0.580813 0.837357 -0.276 0.339 -0.321
N 0.105027 -1.808196 0.270205 -1.082 0.762 0.449
C -1.156827 -1.971593 -0.155715 0.091 -0.716 -0.158
N -1.934454 -0.915405 0.116306 -0.406 -0.372 -0.222
C -3.329613 -0.626272 -0.174109 -0.696 0.225 -0.448
P -4.303180 -0.233716 1.351172 -1.100 0.918 2.053
O -3.570726 0.679569 2.242717 0.808 -0.185 -0.557
O -4.699676 -1.597291 2.117714 -0.027 0.947 -1.220
O -5.704430 0.501790 0.928180 1.534 -1.412 -0.989
N -1.152454 -0.028473 0.748035 0.524 0.035 0.048
H 1.560167 -2.365404 3.021047 -1.436 0.599 -0.103
H 1.633021 -1.110585 4.402101 1.644 -0.432 -0.437
H 2.750280 0.366072 2.683011 -1.300 0.865 0.376
H 1.827204 1.657308 -0.031684 -1.519 -0.687 -0.528
H -0.037087 3.219311 0.982381 1.838 1.167 -0.377
H 1.034761 2.962327 2.509431 -1.549 -1.212 0.365
H -1.553177 -2.852754 -0.698210 0.295 0.279 0.388
H -3.792911 -1.410479 -0.796627 0.452 0.064 0.349
H -3.344745 0.297025 -0.790981 -0.136 -0.392 0.361
H -4.989452 -1.346295 3.013778 0.138 -0.231 -0.112
H -5.506536 1.037065 0.138029 -0.549 0.160 0.340
H -1.436917 0.893620 1.074181 -0.317 -0.312 0.118
C 5.036465 -5.759310 4.548114 -0.160 -0.202 0.039
C 4.312236 -4.623842 3.842078 0.661 0.175 0.267
C 5.265878 -3.813616 2.977658 -0.142 0.093 -0.168
O 3.701766 -3.770108 4.811339 -0.384 -0.015 -0.102
H 5.815509 -5.369580 5.209276 0.051 0.054 -0.117
H 4.343432 -6.326239 5.171960 -0.014 -0.004 -0.069
H 5.497873 -6.440614 3.831034 0.027 0.015 0.035
H 3.509403 -5.029771 3.222818 -0.125 0.102 0.133
H 6.053101 -3.359901 3.585244 0.057 -0.131 -0.011
H 4.735378 -2.996217 2.484155 -0.030 -0.062 -0.020
H 5.733896 -4.437355 2.214132 0.057 0.043 0.029
H 4.400791 -3.404869 5.366116 -0.019 -0.047 -0.060
C -0.569664 -5.614301 -2.998873 0.138 0.173 0.084
C -1.528418 -5.804633 -1.835944 -0.019 -0.270 -0.675
C -2.585941 -6.846197 -2.153998 -0.227 -0.017 0.153
O -2.165049 -4.553803 -1.535127 -0.070 0.400 0.290
H -1.102249 -5.266661 -3.888178 -0.027 -0.101 -0.003
H 0.177348 -4.854615 -2.760483 0.035 -0.071 -0.002
H -0.054725 -6.544200 -3.243472 -0.014 0.025 -0.016
H -0.972403 -6.106447 -0.946260 -0.111 0.201 0.106
H -3.186875 -6.541202 -3.016630 0.150 0.026 -0.086
H -3.273429 -6.962930 -1.315973 0.061 -0.111 -0.011
H -2.132435 -7.814271 -2.370382 -0.012 0.016 0.026
H -2.660927 -4.282118 -2.319850 -0.018 -0.109 -0.082
C -1.777380 -0.945304 -5.174595 0.035 -0.189 -0.146
C -3.109896 -1.207603 -4.491823 0.499 0.375 0.049
C -3.593199 0.010014 -3.733564 -0.370 0.144 0.078
O -2.981548 -2.293248 -3.573886 -0.217 -0.403 0.266
H -1.006917 -0.693804 -4.438862 -0.062 0.087 0.023
H -1.434428 -1.837035 -5.701063 -0.039 0.029 -0.006
H -1.855506 -0.125691 -5.890345 0.016 -0.004 0.031
H -3.848838 -1.501027 -5.238428 -0.035 -0.170 0.153
H -2.872842 0.275995 -2.951685 0.150 0.076 -0.160
H -4.544608 -0.202854 -3.238950 -0.033 0.014 -0.097
H -3.727999 0.869849 -4.390618 0.034 0.012 0.056
H -2.335700 -2.028362 -2.907624 0.147 -0.037 -0.216
C -3.347530 -6.857935 1.735767 -0.035 0.171 -0.160
C -4.021898 -8.220304 1.683788 0.512 0.026 0.514
C -4.357695 -8.725708 3.078243 -0.204 -0.123 0.006
O -3.161803 -9.153854 1.031488 -0.169 -0.008 -0.314
H -2.405653 -6.909276 2.290169 -0.082 -0.060 0.113
H -3.103970 -6.512526 0.730376 -0.067 0.038 0.032
H -3.991069 -6.115872 2.212821 0.038 0.001 0.011
H -4.934321 -8.155416 1.087924 0.097 -0.135 -0.118
H -3.449860 -8.841210 3.677305 0.015 0.127 -0.024
H -4.831392 -9.706921 3.025493 -0.037 0.056 -0.035
H -5.031277 -8.040415 3.596213 0.030 -0.021 0.024
H -2.350884 -9.221200 1.549040 -0.077 -0.011 -0.002
C 8.331940 -4.051010 -0.287226 -0.225 -0.101 -0.001
C 8.282720 -2.650249 0.304026 0.664 -0.282 -0.086
C 9.319892 -1.742686 -0.339526 -0.083 0.237 -0.012
O 8.511218 -2.716233 1.711077 -0.316 0.114 0.123
H 9.309406 -4.510054 -0.114825 0.042 0.101 -0.068
H 7.589728 -4.694100 0.189234 -0.026 0.050 -0.035
H 8.140583 -4.034023 -1.361786 0.035 -0.028 0.014
H 7.286184 -2.226980 0.162459 -0.002 0.002 0.202
H 10.329556 -2.126540 -0.168853 -0.045 -0.105 -0.065
H 9.280247 -0.744562 0.099719 -0.058 -0.021 -0.032
H 9.157827 -1.657177 -1.415642 0.045 -0.007 0.014
H 9.389459 -3.088853 1.851977 -0.052 0.032 -0.034
C -1.152081 6.094122 3.581456 0.284 0.013 -0.131
C -2.150143 5.645559 2.530254 -0.120 0.030 0.625
C -3.562096 5.598122 3.091352 -0.167 -0.069 -0.173
O -1.780254 4.348006 2.049385 0.055 -0.235 -0.410
H -1.136151 5.399757 4.425103 -0.167 0.082 0.044
H -0.141358 6.112833 3.166952 -0.045 0.071 -0.050
H -1.394506 7.090116 3.955625 0.006 -0.027 0.013
H -2.117513 6.326136 1.677699 0.086 -0.177 -0.101
H -3.626230 4.886388 3.919678 0.097 0.090 0.071
H -4.267316 5.262858 2.328093 0.019 0.078 -0.017
H -3.876620 6.579312 3.450127 0.011 -0.029 0.013
H -1.805998 3.739305 2.798312 -0.093 0.140 0.037
C 0.836580 -6.509515 -7.046718 -0.184 -0.106 0.116
C 0.622192 -5.005853 -7.117497 0.666 -0.262 -0.139
C 1.371734 -4.395194 -8.291327 -0.117 0.209 -0.073
O 1.064052 -4.400861 -5.899711 -0.311 0.187 0.172
H 1.896001 -6.743277 -6.906182 0.018 0.070 -0.118
H 0.300895 -6.933089 -6.195296 -0.059 0.023 -0.062
H 0.489598 -7.001852 -7.956423 0.028 -0.016 0.027
H -0.444235 -4.791675 -7.211510 0.027 0.087 0.179
H 2.448339 -4.560189 -8.191430 -0.034 -0.129 -0.004
H 1.216820 -3.315268 -8.324880 -0.058 -0.037 -0.016
H 1.040675 -4.824620 -9.238282 0.043 0.005 0.010
H 2.006181 -4.582092 -5.802923 -0.064 -0.016 -0.058
C -0.328799 7.457094 -1.076236 -0.230 -0.130 -0.008
C -0.418801 8.856415 -0.485081 0.729 -0.218 -0.058
C 0.639740 9.772648 -1.076367 -0.121 0.192 -0.081
O -0.257853 8.786455 0.932928 -0.367 0.019 0.174
H 0.644024 7.006141 -0.857273 0.051 0.107 -0.056
H -1.087953 6.805570 -0.637616 -0.025 0.043 -0.037
H -0.468162 7.476123 -2.158995 0.029 -0.010 0.016
H -1.410193 9.271842 -0.673543 -0.008 -0.002 0.202
H 1.644884 9.397508 -0.858395 -0.041 -0.120 -0.050
H 0.571401 10.769329 -0.637641 -0.062 -0.020 -0.037
H 0.528336 9.859788 -2.158807 0.077 0.043 0.032
H 0.615447 8.420370 1.114627 -0.039 0.047 -0.072
C -0.865581 7.414033 8.384798 0.188 0.102 -0.108
C -1.863988 6.958258 7.331859 -0.093 -0.237 0.664
C -3.276470 6.915670 7.893260 -0.171 0.032 -0.190
O -1.499379 5.661332 6.853925 0.021 -0.011 -0.274
H -0.852953 6.722008 9.231860 -0.127 0.033 0.012
H 0.144703 7.431530 7.973186 -0.042 0.053 -0.020
H -1.108782 8.411524 8.754446 0.009 -0.033 0.027
H -1.829385 7.634847 6.475679 0.057 -0.172 -0.102
H -3.341765 6.207456 8.724282 0.092 0.080 0.057
H -3.981419 6.578516 7.131139 0.030 0.066 -0.017
H -3.590538 7.898465 8.248607 -0.007 -0.037 0.023
H -1.526316 5.052171 7.601315 -0.013 0.089 -0.009
C -5.754991 -7.526727 -5.148179 -0.026 0.247 -0.075
C -5.171488 -8.540826 -6.119627 0.000 -0.228 0.666
C -5.681762 -9.943447 -5.828465 -0.019 -0.130 -0.188
O -3.746242 -8.522163 -6.030513 0.091 0.157 -0.285
H -5.466313 -7.764088 -4.119564 -0.066 -0.131 -0.022
H -5.372198 -6.526926 -5.363478 -0.040 -0.025 -0.065
H -6.844674 -7.502840 -5.206347 0.019 0.000 0.040
H -5.431543 -8.261035 -7.141840 0.205 0.015 -0.018
H -5.391071 -10.260395 -4.822592 -0.068 0.105 0.039
H -5.247582 -10.660793 -6.526357 -0.042 0.055 -0.033
H -6.769176 -9.993446 -5.908084 0.020 -0.022 0.031
H -3.503690 -8.768818 -5.130288 -0.052 -0.022 -0.061
C 3.685243 9.532655 -4.290749 0.032 -0.086 0.245
C 2.264231 9.265945 -4.763166 0.406 0.449 -0.418
C 2.220388 9.004642 -6.260964 -0.193 -0.166 -0.058
O 1.437169 10.385439 -4.447880 -0.223 -0.166 0.191
H 4.096838 10.418675 -4.782103 -0.022 -0.068 -0.108
H 3.701318 9.727670 -3.216939 -0.024 -0.060 -0.017
H 4.338215 8.683543 -4.501204 0.017 0.042 -0.011
H 1.854773 8.406156 -4.228223 -0.132 0.133 0.069
H 2.584429 9.873427 -6.816395 0.111 -0.022 0.068
H 1.195058 8.824294 -6.588209 0.025 -0.044 0.045
H 2.829874 8.139828 -6.529769 0.006 0.039 -0.025
H 1.786857 11.154030 -4.913671 -0.017 -0.059 0.025
C 1.765382 5.592490 6.119520 -0.076 -0.270 -0.087
C 2.988679 5.335591 5.253129 -0.088 0.720 0.297
C 4.209548 6.069677 5.785263 0.220 -0.132 -0.085
O 2.722720 5.757436 3.912958 0.000 -0.340 -0.221
H 1.514875 6.657041 6.133161 0.102 0.010 0.026
H 0.896367 5.069021 5.720709 0.016 0.001 0.066
H 1.931436 5.260896 7.146477 -0.022 0.045 -0.002
H 3.193228 4.263526 5.215851 -0.024 0.026 -0.202
H 4.040908 7.150350 5.787267 -0.104 -0.030 0.083
H 5.076329 5.883875 5.148751 -0.021 -0.053 0.038
H 4.449131 5.753257 6.801889 -0.003 0.043 -0.010
H 2.540420 6.704232 3.933377 0.020 -0.062 0.052
```
Positions in Å, forces in eV/Å.

Summary:
E = -3391.76623 Eh
total charge = +1
HOMO energy = -10.32 eV

Results of the Löwdin charge analysis, in e, for atoms 1 through 8: C 0.00; C -0.13; N -0.05; C -0.12; C 0.06; C -0.30; N 0.23; C -0.03